Record 1
DFT (ωB97M-V/def2-TZVPD) results for a 7-piece molecular cluster, C40H57F18NO16P overall at a distorted geometry.

Summary:
* net charge: +1
* E_tot: -4955.8114 Ha

Last column: Mulliken charge in e.
Element x y z (Å)
C: 0.66559 -3.33756 -3.61195  -1.057
C: -0.67511 -2.64771 -3.29164  -0.584
C: -0.63211 -1.78803 -2.01160  -0.220
C: -1.36337 -2.42282 -0.83746  -0.701
O: -0.57166 -3.42276 -0.15963  -0.301
C: -0.12621 -3.01191 1.08560  -0.321
C: 0.81780 -1.80196 1.12906  -0.659
O: 1.72278 -2.01087 2.20541  -0.537
C: 2.65745 -3.00380 1.80902  -1.393
C: 1.97389 -4.37921 1.61435  1.412
C: 2.35055 -5.32770 2.78003  -1.941
C: 3.71218 -5.98850 2.72849  1.046
C: 4.91633 -5.33508 2.47199  0.002
C: 6.12950 -6.02362 2.43215  -1.085
C: 6.15923 -7.40453 2.65458  1.031
C: 7.46702 -8.15178 2.57796  -1.442
C: 4.96948 -8.06835 2.94267  -1.129
C: 3.76701 -7.36464 2.97472  -0.565
P: 2.18899 -5.02600 -0.15627  0.085
O: 1.09049 -6.24872 -0.18360  -0.584
O: 3.65535 -5.69150 -0.13036  -0.298
N: 0.48673 -4.17261 1.78309  -0.158
H: 0.66825 -4.31676 -3.13349  0.139
H: 1.51025 -2.77603 -3.22742  0.303
H: 0.73088 -3.49804 -4.68373  0.390
H: -0.96009 -2.02212 -4.13380  0.428
H: -1.45261 -3.40315 -3.19581  0.285
H: -1.14442 -0.85021 -2.22264  0.322
H: 0.39495 -1.53124 -1.76350  0.229
H: -1.71493 -1.66633 -0.13879  0.076
H: -2.22043 -2.95119 -1.24464  0.595
H: -1.01559 -2.74767 1.66932  0.662
H: 1.37136 -1.69924 0.19718  0.456
H: 0.21725 -0.92588 1.34196  0.265
H: 3.35899 -3.08215 2.62807  0.506
H: 3.19638 -2.67478 0.91666  0.528
H: 1.59656 -6.11649 2.81412  0.511
H: 2.27651 -4.77392 3.72324  0.540
H: 4.94816 -4.27460 2.26712  0.166
H: 7.02469 -5.46337 2.20929  0.426
H: 8.22752 -7.72327 3.22136  0.352
H: 7.82785 -8.10614 1.55065  0.325
H: 7.30252 -9.20292 2.79444  0.350
H: 4.99374 -9.13300 3.11759  0.336
H: 2.85601 -7.90154 3.20622  0.465
H: 0.41041 -5.93577 -0.79431  0.393
H: 3.69358 -6.51411 -0.63565  0.267
H: 0.34241 -4.03360 2.78483  0.593
H: -0.03946 -5.00975 1.51034  0.488
C: -6.92081 -0.20448 2.43394  -1.225
C: -6.35827 1.19115 2.28023  -0.086
O: -4.96840 1.14643 1.87425  -0.310
C: -4.75393 0.95246 0.58604  0.172
O: -5.56783 0.80315 -0.27409  -0.497
C: -3.24165 0.98714 0.30089  1.075
F: -2.54088 0.26193 1.19981  -0.312
F: -2.77764 2.23357 0.34248  -0.233
F: -2.96644 0.49138 -0.90689  -0.259
H: -6.31266 -0.78552 3.12822  0.311
H: -7.94023 -0.15751 2.81324  0.389
H: -6.93096 -0.73159 1.48021  0.328
H: -6.37214 1.71420 3.23314  0.311
H: -6.93279 1.78267 1.56977  0.333
C: 0.69539 -10.70460 2.38059  -1.254
C: -0.11318 -9.62284 3.06418  -0.086
O: -1.19330 -10.18071 3.82755  -0.354
C: -0.86862 -10.63409 5.03460  0.312
O: 0.21677 -10.61430 5.53051  -0.504
C: -2.12817 -11.16009 5.74748  0.921
F: -2.86530 -11.91420 4.92903  -0.243
F: -2.87692 -10.12526 6.15355  -0.253
F: -1.79553 -11.88249 6.80664  -0.228
H: 0.04820 -11.33092 1.76705  0.379
H: 1.46176 -10.26026 1.74493  0.368
H: 1.18244 -11.34845 3.11172  0.333
H: -0.57949 -8.97533 2.32259  0.295
H: 0.51234 -9.00099 3.70649  0.312
C: -3.67480 6.00685 0.40736  -0.879
C: -4.49006 7.13927 0.98733  -0.245
O: -5.49061 6.60674 1.88778  -0.310
C: -5.06697 6.30973 3.10376  0.309
O: -3.95938 6.43872 3.53372  -0.512
C: -6.24043 5.78980 3.95287  0.917
F: -6.98361 4.89452 3.28504  -0.246
F: -7.03645 6.80348 4.30789  -0.254
F: -5.79700 5.20342 5.06108  -0.248
H: -4.32504 5.27306 -0.07233  0.270
H: -2.97467 6.38231 -0.32512  0.194
H: -3.11375 5.48842 1.18543  0.326
H: -5.04020 7.66287 0.21322  0.331
H: -3.86688 7.86936 1.50038  0.343
C: -1.23613 12.75819 -0.29570  -1.131
C: -0.44933 11.47308 -0.16730  -0.187
O: -1.27220 10.32328 -0.46716  -0.316
C: -1.43216 10.04443 -1.75006  0.274
O: -0.97538 10.63102 -2.68282  -0.506
C: -2.28825 8.77449 -1.89430  0.980
F: -3.36179 8.79179 -1.08008  -0.250
F: -1.56567 7.68777 -1.57737  -0.250
F: -2.72956 8.62704 -3.13398  -0.250
H: -2.12737 12.72363 0.33137  0.306
H: -0.62279 13.60427 0.01068  0.390
H: -1.55910 12.91984 -1.32351  0.321
H: -0.11520 11.32745 0.85725  0.323
H: 0.43114 11.47291 -0.80824  0.297
C: 1.88965 5.82401 -1.89299  -1.071
C: 2.75703 5.81642 -3.13226  -0.007
O: 3.07773 7.15946 -3.54496  -0.359
C: 4.07621 7.74160 -2.89907  0.300
O: 4.73336 7.27007 -2.01951  -0.524
C: 4.31567 9.14837 -3.47861  0.934
F: 3.16334 9.80267 -3.65284  -0.225
F: 4.92728 9.05341 -4.66564  -0.256
F: 5.08460 9.86371 -2.66564  -0.244
H: 0.99646 6.42804 -2.05773  0.188
H: 1.58521 4.81031 -1.63536  0.343
H: 2.42543 6.25074 -1.04526  0.434
H: 2.22594 5.37138 -3.96969  0.126
H: 3.67038 5.24278 -2.98211  0.330
C: 2.30526 -0.40819 -6.29709  -1.066
C: 2.09817 0.89523 -7.03725  -0.280
O: 0.98884 1.64109 -6.49554  -0.312
C: 1.24370 2.37104 -5.42420  0.295
O: 2.29123 2.48243 -4.85785  -0.522
C: -0.02641 3.13208 -5.00411  0.980
F: -1.09964 2.33395 -5.01284  -0.244
F: -0.25792 4.14757 -5.84006  -0.266
F: 0.11544 3.62740 -3.77613  -0.208
H: 1.38766 -0.99818 -6.29488  0.259
H: 3.09469 -0.98705 -6.77442  0.428
H: 2.58683 -0.23034 -5.25890  0.296
H: 1.83768 0.70294 -8.07523  0.344
H: 2.99543 1.51176 -7.03032  0.334

Cartesian forces (eV/Å) of the 6 atoms listed first:
C -0.9281 -0.2929 0.1969
C 0.6942 0.1587 0.1166
C -0.4930 -0.1027 -0.3083
C 0.1570 0.1293 -0.5583
O 0.5405 -0.5093 0.0953
C -1.1995 0.9517 -0.1704



Record 2
DFT (ωB97M-V/def2-TZVPD) results for a 8-piece molecular cluster, C40H58BFN8O8S overall at a distorted geometry.

Summary:
* SMILES: C[C@H](F)[C@]1(CCCC(=O)O)OS(=O)(=O)O[C@@]1(CCCCO)B(N)O.c1cc[nH]c1.c1cc[nH]c1.c1cc[nH]c1.c1cc[nH]c1.c1cc[nH]c1.c1cc[nH]c1.c1cc[nH]c1
* net charge: 0
* E_tot: -3121.5370 Ha

Last column: Mulliken charge in e.
Element x y z (Å)
C: -0.54944 -2.82736 2.51695  -0.753
C: -0.83666 -3.87526 1.24486  -0.038
F: 0.49741 -4.28870 0.72844  -0.336
C: -1.85147 -3.24851 0.12965  1.068
C: -1.36782 -2.12874 -0.94719  -0.685
C: 0.13636 -1.53127 -0.76756  -0.764
C: 0.25278 0.11414 -1.01069  -0.289
C: -0.40858 0.59541 -2.44973  0.405
O: 0.33378 0.68722 -3.56231  -0.613
O: -1.86219 0.96177 -2.38690  -0.466
O: -2.78421 -2.45449 0.99710  0.195
S: -3.89729 -3.61189 1.65558  1.264
O: -3.55085 -4.27723 3.01392  -0.698
O: -5.36732 -3.17241 1.88013  -0.623
O: -3.58501 -4.91678 0.55318  -0.619
C: -2.94297 -4.25731 -0.63291  0.273
C: -2.38153 -5.23018 -1.84371  -0.531
C: -0.98099 -6.00821 -1.50368  -0.587
C: 0.22231 -5.22962 -2.29976  0.073
C: 1.72647 -5.83296 -2.05591  -0.480
O: 1.84291 -7.29426 -2.16966  -0.551
B: -4.26821 -3.58211 -1.34853  -0.084
N: -4.55806 -2.10481 -1.51385  -0.553
O: -5.31402 -4.54912 -1.83755  -0.547
H: 0.51325 -3.04802 3.00419  0.334
H: -1.37824 -2.87082 3.34153  0.297
H: -0.53934 -1.71119 2.10729  0.029
H: -1.28314 -4.84880 1.77296  0.378
H: -1.48533 -2.56842 -2.04886  0.321
H: -2.14583 -1.22886 -0.89913  0.274
H: 0.65987 -1.74271 0.25505  0.284
H: 0.84493 -2.00596 -1.60213  0.396
H: -0.15808 0.70313 -0.08138  0.175
H: 1.42639 0.32890 -1.03374  0.346
H: -1.95014 1.31754 -1.43529  0.384
H: -3.19675 -6.07614 -2.04786  0.078
H: -2.24605 -4.66276 -2.87586  0.357
H: -0.78177 -6.21141 -0.36892  0.261
H: -1.06832 -7.08442 -2.01226  0.355
H: -0.05044 -5.29894 -3.46019  0.404
H: 0.28692 -4.06743 -2.07471  -0.300
H: 2.12713 -5.38089 -1.04804  0.177
H: 2.42028 -5.37821 -2.91347  0.287
H: 1.65193 -7.68051 -1.26478  0.336
H: -5.23000 -2.03934 -2.33115  0.218
H: -4.98609 -1.67434 -0.66012  0.235
H: -6.16812 -4.24351 -1.37651  0.279
C: 5.79427 -5.55817 -4.20857  -0.511
C: 4.79930 -6.55710 -4.08446  -0.271
C: 4.55956 -7.05655 -5.34502  -0.629
N: 5.37155 -6.39068 -6.22592  0.016
C: 6.13201 -5.47888 -5.54118  -0.460
H: 6.21951 -4.96188 -3.41174  0.366
H: 4.31078 -6.87807 -3.17352  0.551
H: 3.88154 -7.82581 -5.68982  0.383
H: 5.40496 -6.54823 -7.22477  0.193
H: 6.84531 -4.85227 -6.05961  0.367
C: 2.08226 4.28884 -0.39943  0.011
C: 3.37050 4.62256 -0.88142  -0.666
C: 3.61453 3.83194 -1.98202  -0.586
N: 2.52068 3.02960 -2.17808  0.105
C: 1.57897 3.30508 -1.22109  -0.904
H: 1.57576 4.72042 0.45410  0.593
H: 4.04706 5.36065 -0.47035  0.448
H: 4.47117 3.77086 -2.63989  0.388
H: 2.42335 2.34249 -2.91432  0.237
H: 0.63453 2.77781 -1.20579  0.347
C: -4.50784 1.27610 2.80828  -1.295
C: -3.87840 0.17701 2.17657  0.277
C: -2.56946 0.53346 1.94090  -0.186
N: -2.38838 1.81077 2.40395  0.095
C: -3.56355 2.26972 2.93955  -0.355
H: -5.53835 1.33592 3.13354  0.426
H: -4.33104 -0.77253 1.92166  0.668
H: -1.75393 -0.01054 1.48337  -0.225
H: -1.52275 2.33254 2.35836  0.179
H: -3.62750 3.26197 3.36567  0.372
C: 2.07002 7.68645 3.62411  -0.266
C: 2.17629 6.46622 4.33332  -0.846
C: 1.26430 5.59218 3.78536  -0.386
N: 0.60823 6.24379 2.77360  0.084
C: 1.09677 7.51969 2.66433  -0.725
H: 2.64252 8.58903 3.79423  0.573
H: 2.84643 6.24831 5.15485  0.503
H: 1.02577 4.56548 4.02902  0.385
H: -0.12151 5.84512 2.19725  0.216
H: 0.70998 8.19842 1.91604  0.465
C: 7.35482 5.60457 4.49629  -0.506
C: 7.52744 6.66286 3.57246  -0.394
C: 6.33598 6.81940 2.90026  -0.499
N: 5.45209 5.88955 3.38279  0.107
C: 6.06287 5.14788 4.36024  -0.429
H: 8.09282 5.21812 5.18719  0.390
H: 8.42412 7.24822 3.41498  0.393
H: 6.04266 7.51016 2.12104  0.373
H: 4.49817 5.77010 3.06753  0.174
H: 5.52783 4.35970 4.87280  0.386
C: 0.42743 12.87565 2.69064  -0.395
C: 1.54708 13.04078 3.54055  -0.435
C: 1.66030 11.89610 4.29741  -0.438
N: 0.64541 11.04814 3.93730  -0.026
C: -0.10822 11.63476 2.95422  -0.492
H: 0.05300 13.58477 1.96381  0.391
H: 2.20083 13.90172 3.59422  0.392
H: 2.37348 11.61369 5.06028  0.376
H: 0.47929 10.13247 4.33427  0.272
H: -0.95979 11.12102 2.52864  0.370
C: -5.82224 -8.40370 -3.42723  -0.577
C: -6.33765 -7.23407 -2.81931  0.554
C: -7.69961 -7.23226 -3.02179  -0.955
N: -8.02334 -8.35732 -3.73464  0.023
C: -6.88559 -9.08053 -3.98166  -0.555
H: -4.78731 -8.71898 -3.45633  0.396
H: -5.77589 -6.47518 -2.29018  0.305
H: -8.46389 -6.52791 -2.72157  0.339
H: -8.95598 -8.61406 -4.03111  0.183
H: -6.92969 -10.01156 -4.53072  0.379

Cartesian forces (eV/Å) of the 6 atoms listed first:
C 0.3725 0.8046 -0.6247
C 0.8372 -0.6755 2.0246
F -2.6311 0.9738 0.4262
C -0.5925 0.5458 -1.3653
C 0.0895 0.6126 -0.4509
C 0.9138 0.3295 -1.0060



no.,HOMO (eV)
1,-11.4
2,-8.2